Record 1
{
  "formula": "C21H24AuN2OP2",
  "method": "ωB97M-V/def2-TZVPD",
  "multiplicity": 3,
  "lumo_ev": [-2.4, -6.8],
  "total_charge": 1,
  "gap_ev": [7.53, 3.44],
  "total_energy_ha": -1817.4604,
  "species": ["C", "C", "C", "C", "C", "C", "C", "C", "C", "C", "C", "C", "C", "H", "H", "H", "H", "H", "H", "H", "N", "Au", "C", "H", "H", "C", "H", "H", "P", "P", "C", "H", "H", "H", "C", "H", "H", "H", "C", "H", "H", "H", "C", "H", "H", "H", "C", "O", "H", "N", "C"],
  "positions_angstrom": [[-1.519444, 3.291671, -1.694462], [-1.337779, 1.989414, -1.262357], [-0.006872, 1.467594, -1.255185], [1.085198, 2.281604, -1.532898], [0.857370, 3.577169, -2.007432], [-0.452821, 4.074540, -2.050401], [2.422822, 1.675196, -1.312941], [2.462327, 0.220712, -1.692917], [1.330632, -0.511167, -1.350467], [1.391049, -1.932173, -1.285058], [2.608614, -2.546909, -1.566150], [3.717649, -1.813788, -1.921054], [3.651760, -0.423374, -2.025321], [-2.549669, 3.687221, -1.750700], [1.702786, 4.157101, -2.316916], [-0.609668, 5.106806, -2.364065], [3.222028, 2.249221, -1.755371], [2.654759, -3.650451, -1.512130], [4.665479, -2.306913, -2.099030], [4.495569, 0.176804, -2.313957], [0.201076, 0.145986, -0.822273], [-0.238881, -0.152256, 1.212713], [-2.514940, 1.164976, -0.744421], [-2.542875, 0.158607, -1.179249], [-3.487175, 1.673716, -0.909670], [0.180604, -2.726749, -0.814340], [-0.739131, -2.382991, -1.322862], [0.315543, -3.811055, -0.958941], [-2.330591, 1.008165, 1.063097], [-0.069042, -2.464787, 0.986947], [1.335309, -3.262867, 1.793559], [1.201848, -3.147943, 2.878805], [1.346975, -4.329560, 1.519101], [2.274889, -2.782603, 1.486981], [-1.601325, -3.306269, 1.454991], [-1.455869, -4.392126, 1.335469], [-1.806646, -3.057871, 2.511263], [-2.428248, -2.949459, 0.816387], [-2.302694, 2.666933, 1.764516], [-3.267599, 3.161546, 1.571908], [-2.133132, 2.572214, 2.842893], [-1.492045, 3.247206, 1.316105], [-3.707504, 0.055557, 1.759293], [-3.538526, -0.018882, 2.853447], [-4.641855, 0.603913, 1.546918], [-3.728428, -0.954724, 1.312745], [2.199602, 0.661233, 1.123304], [3.145704, 0.081634, 1.505436], [2.731617, 1.835211, -0.328763], [-0.394630, 0.009697, 4.332545], [-0.303812, -0.076725, 3.160895]],
  "forces_ev_per_a": [[-1.2435, -0.0745, 0.3414], [0.5689, -0.5615, -0.1637], [-1.2072, -0.1798, 1.1686], [-0.5545, 0.6928, -0.7388], [-0.7436, -0.7690, 0.4890], [1.2042, 0.8231, -0.5434], [0.3264, 0.3823, -2.3194], [0.5488, 0.1472, 0.4943], [-0.3840, -0.7665, 1.2803], [-0.0871, 0.5056, -0.1588], [-0.7627, -0.9525, 0.2185], [0.7877, 0.5966, -0.4473], [-0.8579, -0.4704, 0.1465], [0.6681, -0.1151, 0.0759], [0.2119, 0.4539, -0.0362], [-0.0259, -0.3153, -0.0243], [0.1799, 0.1876, -1.0721], [0.1221, 0.6978, -0.0113], [-0.1053, -0.0621, -0.1037], [0.3622, -0.0038, 0.0573], [-0.5375, -0.4145, -1.2641], [1.1969, 1.1648, -0.9667], [0.1020, 0.4705, -0.1337], [0.0040, 0.1400, 0.0928], [0.4974, -0.1963, -0.1616], [0.1362, 0.3497, -0.0390], [0.3539, -0.1831, 0.1955], [-0.0191, 0.3231, -0.0996], [-1.0103, -0.5184, -0.7982], [-0.5721, -1.4327, -1.3561], [-0.0603, 0.2847, 0.4916], [0.1929, -0.1311, -0.2446], [-0.0394, 0.3273, 0.0708], [-0.2931, -0.1241, 0.0493], [0.0978, -0.0461, 0.3112], [-0.2336, 0.3192, 0.0862], [-0.0514, -0.2383, -0.4164], [0.4023, -0.2162, 0.2660], [0.0627, -0.1189, 0.3194], [0.2534, -0.1688, 0.0391], [-0.0513, 0.1204, -0.1475], [-0.1048, -0.0910, 0.0180], [0.0652, 0.2243, 0.2768], [-0.2210, -0.0226, -0.5856], [0.2261, -0.3650, 0.1780], [-0.0517, 0.5458, 0.1991], [4.2848, -2.6372, 2.8354], [-3.7769, 2.2912, -1.6127], [0.1298, -0.0163, 1.7489], [0.0497, -0.2841, -2.5541], [-0.0409, 0.4274, 4.5489]],
  "mulliken_charge": [-0.78, 0.38, 0.39, 0.91, -1.16, -0.77, -1.55, 0.47, 0.51, -0.07, -0.62, -0.80, -0.98, 0.37, 0.51, 0.41, 0.75, 0.37, 0.40, 0.48, -0.10, 1.13, -0.88, 0.26, 0.55, -1.01, 0.32, 0.56, 0.53, 0.60, -1.17, 0.42, 0.43, 0.31, -1.10, 0.44, 0.38, 0.30, -1.19, 0.43, 0.43, 0.34, -1.06, 0.37, 0.45, 0.29, 0.16, -0.28, 0.55, -0.59, -0.11]
}

Record 2
{
  "formula": "C24H28N4O6S",
  "method": "ωB97M-V/def2-TZVPD",
  "lumo_ev": -0.3,
  "gap_ev": 7.40,
  "total_energy_ha": -1999.1615,
  "species": ["C", "C", "H", "H", "O", "C", "O", "N", "C", "C", "C", "C", "C", "N", "C", "O", "N", "C", "O", "C", "C", "C", "C", "C", "C", "C", "H", "H", "H", "H", "H", "H", "H", "C", "H", "H", "C", "O", "N", "H", "C", "H", "H", "C", "O", "C", "H", "H", "H", "H", "H", "S", "C", "H", "C", "H", "H", "H", "H", "H", "H", "H", "H"],
  "positions_angstrom": [[7.623561, 1.275542, 1.091304], [6.276678, 1.658011, 1.250456], [5.918484, 1.291499, 2.147989], [6.068006, 2.719872, 1.289880], [5.304590, 1.100752, 0.019279], [4.831000, -0.102051, 0.222348], [5.060216, -0.931251, 1.213930], [4.166496, -0.313511, -1.070216], [3.484528, -1.600795, -1.112177], [2.106384, -1.479802, -1.205443], [1.414239, -0.050595, -1.467608], [-0.048105, -0.276784, -1.715518], [-0.345039, -1.850810, -1.525476], [-1.656320, -1.946627, -1.450954], [-2.663198, -1.084746, -1.779779], [-3.902641, -1.396597, -1.452382], [-2.191750, 0.046317, -1.859788], [-0.939310, 0.610805, -1.820129], [-0.543743, 1.937640, -2.187185], [-3.304312, 1.253775, -2.034745], [-3.792566, 1.817535, -0.951282], [-4.916669, 1.349127, 0.001721], [-5.215396, 1.918982, 1.103897], [-4.636170, 2.976515, 1.726015], [-3.524743, 3.665740, 0.610163], [-3.025617, 2.968371, -0.358806], [-2.276360, 3.198347, -0.897108], [-2.988603, 4.533439, 1.209406], [-4.977012, 3.321564, 2.599372], [-5.997484, 1.320526, 1.660824], [-5.279178, 0.488338, -0.599182], [-4.129514, 0.675487, -2.785899], [-2.804187, 2.008645, -2.778410], [-2.109484, -3.516297, -1.187411], [-1.454506, -4.164962, -1.656316], [-3.073066, -3.317249, -1.474763], [-1.968883, -3.575412, 0.185475], [-1.274459, -4.382054, 1.140098], [-2.791801, -2.666776, 1.049683], [-3.444042, -1.927893, 0.596284], [-2.394498, -2.444615, 2.567086], [-3.406052, -1.646942, 3.020858], [-2.533135, -3.322609, 3.036057], [-1.145496, -1.818411, 2.500780], [-1.032684, -0.627290, 1.410667], [-1.425056, 0.465079, 1.733736], [-2.589226, 0.326807, 1.739671], [-1.171458, 0.773130, 2.769717], [-1.227045, 1.320559, 0.874511], [-1.066102, -1.193598, 3.526185], [-0.297955, -2.372783, 2.217434], [0.953744, -2.705825, -1.117823], [2.453247, 1.069020, -1.740020], [1.919564, 1.530274, -2.348699], [3.843838, 0.572505, -1.797249], [4.408866, 1.615768, -1.651349], [3.791467, 0.128324, -2.976455], [2.113482, 1.598911, -0.665927], [3.790169, -2.066596, -0.069542], [4.098256, -2.216091, -1.564281], [8.257261, 1.571953, 1.731136], [7.706525, 0.184184, 1.052237], [7.972254, 1.705607, 0.003702]],
  "forces_ev_per_a": [[-1.0531, -2.6200, -9.2041], [-3.5652, 0.8178, -1.5406], [-1.4423, -1.2276, 1.5106], [-0.0313, 0.1746, -0.7115], [3.3647, 1.9129, 5.0269], [0.7664, -2.4475, 0.6075], [-1.3957, 3.9011, -4.8955], [4.5460, -12.6620, 13.0003], [2.0915, 1.1660, 6.1255], [-6.1814, 6.1990, -1.9742], [1.9787, -6.7769, -0.6973], [10.3976, -8.5466, 2.6803], [-0.6467, 8.9685, -1.0171], [-0.6135, -8.0069, -0.3335], [-4.4011, -5.9819, 4.7895], [3.4803, 0.5031, -2.1474], [-1.9152, 12.0026, -1.9462], [-1.8113, 8.6787, -3.8263], [-2.9577, -5.6605, 2.3135], [1.1523, -4.7451, -10.4640], [-3.4237, 4.2737, 11.7460], [5.7624, -2.3613, -11.7870], [-3.5411, 0.0978, 6.9898], [4.1690, 0.6295, -8.6396], [-2.3083, 1.9208, 9.9925], [-6.1539, -4.9497, -1.1067], [5.6605, 2.2063, -3.5143], [-0.9119, -1.6019, -2.0085], [-0.7371, 1.7631, 3.1088], [0.5884, 0.9446, -0.1901], [-0.9048, 0.2416, 1.6532], [1.9877, 1.4875, 2.3406], [-0.4813, -1.5701, 1.6909], [1.6034, 4.4909, -1.3196], [0.8728, -1.2248, -1.5724], [-2.8093, -0.9091, -0.9188], [-0.1055, -1.3088, 15.0942], [-2.5329, 3.3621, -6.9285], [0.1831, -0.6589, -2.3828], [1.6929, -1.6672, 0.8376], [-6.7514, 3.5579, -4.6680], [3.3420, -2.3375, -1.4795], [0.1665, -2.9374, 1.8443], [2.4317, 6.5678, 1.7670], [5.3322, -12.6484, -1.6895], [-6.6181, 9.7291, 1.3538], [0.6494, 1.6755, 0.3209], [0.3212, 0.6686, -0.2944], [-0.1185, -1.8531, 2.2701], [0.7046, -1.4902, -2.0691], [0.7623, -0.9091, 0.0197], [1.1684, -2.2312, 0.4882], [-2.2284, -4.0068, 10.1825], [-3.2448, 5.1619, -6.3852], [-3.5321, 12.8395, -12.9686], [-0.4685, -2.8151, -1.1717], [0.9767, 1.3579, 2.1521], [1.6063, -0.3523, -2.2995], [-0.9070, 0.9627, -1.1650], [2.0890, -3.3799, -4.0774], [4.3751, 2.6867, 5.0714], [-0.0145, 0.1050, -0.1245], [-0.4157, -1.1670, 2.5408]],
  "mulliken_charge": [-1.16, -0.26, 0.34, 0.37, -0.44, 0.56, -0.69, 0.43, -1.75, 0.55, -0.15, 0.06, 0.47, -0.17, 0.78, -0.73, 0.16, 0.63, -0.74, -1.62, 1.08, -0.30, -0.45, -0.57, -0.73, -0.85, 0.92, 0.20, 0.59, 0.26, 0.33, 0.41, 0.51, -1.33, 0.44, 0.68, 0.72, -0.66, -0.09, 0.31, -0.86, 0.22, 0.46, -0.33, -0.10, -0.44, 0.06, 0.34, -0.02, 0.32, 0.41, -0.37, -1.36, 1.25, -0.45, 0.21, 0.22, 0.14, 0.33, 0.83, 0.56, 0.27, 0.20]
}

Computed ΔE to the lowest compared entry with this formula, charge and spin, in the same sequence as the records: 39.2, 585.5 kcal per mole.